Below is a 2-piece molecular cluster, Br3HOSi overall at a distorted geometry, with properties calculated with wB97M-V/def2-TZVPD.

Geometry as XYZ:
```
6
Properties=species:S:1:pos:R:3:forces:R:3
O -2.566811 -0.047502 -0.470389 1.3 0.0 -0.3
Si 1.274441 0.036219 -0.321605 -0.9 -0.1 0.9
Br 2.598431 -1.732710 -0.350811 -0.4 0.4 -0.1
Br -0.477192 -0.124628 0.987562 0.7 0.1 -0.8
Br 2.427853 1.893606 -0.035720 -0.3 -0.3 -0.2
H -3.256724 -0.024986 0.190963 -0.4 0.0 0.4
```
Forces are in eV/Å.

Output
**Energy above the lowest of the compared OMol25 structures with the same formula, charge and spin**: 163.9 kcal per mole
**F_max**: 0.026 Eh/bohr
**Kohn-Sham gap (spin up / spin down)**: 4.460 / 4.460 eV